{"formula": "C18H38N2O14Zr2", "method": "wB97M-V/def2-TZVPD", "symbols": ["O", "H", "H", "C", "H", "H", "H", "O", "C", "C", "H", "H", "C", "C", "H", "H", "Zr", "H", "H", "H", "N", "C", "C", "H", "O", "H", "C", "O", "H", "H", "H", "H", "H", "H", "H", "H", "H", "H", "O", "O", "C", "H", "C", "C", "H", "C", "H", "H", "H", "C", "O", "C", "H", "H", "C", "H", "O", "Zr", "H", "O", "C", "O", "O", "H", "H", "O", "H", "H", "O", "H", "C", "O", "C", "N"], "coordinates": [[-0.715, -2.630, 1.723], [-1.964, 4.335, -1.078], [1.062, -2.013, -2.788], [-2.983, 1.246, 3.340], [2.252, -1.007, -3.802], [2.119, 5.245, 1.819], [-4.472, 1.516, 1.822], [1.975, -3.217, 5.743], [1.367, 5.167, 1.033], [1.732, -1.953, -3.646], [-2.790, 0.254, -5.545], [2.861, 4.829, -0.491], [-0.523, -5.054, -2.317], [3.447, 1.030, -0.046], [3.806, 1.214, 0.966], [0.928, 6.162, 0.962], [-2.946, -3.119, -2.153], [0.470, 4.659, 1.387], [0.720, -1.748, 0.636], [-1.177, 1.170, -5.173], [2.658, -3.557, 4.798], [-0.245, -1.446, 1.045], [-1.975, 0.495, -4.863], [3.118, -2.854, 2.890], [-2.047, -1.700, -3.890], [-0.424, -6.043, -2.764], [-1.082, -5.292, -0.770], [-2.132, -4.427, -0.384], [-1.285, -6.310, -0.435], [-0.959, 3.365, 0.118], [1.556, -1.968, -5.754], [-0.297, -5.094, -0.040], [0.187, -2.857, -5.160], [-4.097, 3.053, 2.846], [-1.588, 2.698, -1.281], [0.182, 3.015, 3.384], [1.716, -3.904, 3.066], [-0.623, 0.000, -0.658], [-4.213, 3.397, -0.214], [2.181, 2.965, 0.073], [0.511, 2.126, 2.845], [0.520, -4.741, -2.355], [-1.345, -0.857, -4.507], [-3.754, 2.148, 2.345], [-1.917, -0.118, 0.330], [-1.853, 3.415, -0.503], [1.472, -2.313, 3.626], [-2.344, 0.965, -3.952], [0.317, 2.330, 1.792], [0.842, -2.016, -4.932], [2.494, 1.221, 3.658], [-1.176, -0.774, -0.126], [2.531, -2.694, -3.636], [0.024, 1.293, 3.352], [-3.064, 3.041, 0.202], [0.092, -0.702, 1.767], [-2.780, 2.577, 1.456], [-2.085, -4.328, 1.958], [-2.472, 1.920, 4.027], [3.672, -4.237, 4.859], [3.170, 2.337, -0.584], [-1.939, -1.550, -0.993], [-0.070, -0.925, -4.973], [-2.216, 0.619, 2.886], [2.571, 0.388, -0.132], [3.830, 2.797, -1.543], [4.269, 0.643, -0.648], [1.285, 4.406, -1.132], [-1.346, -4.216, -3.097], [-3.735, 0.743, 3.948], [1.912, 4.354, -0.242], [2.563, 3.335, 3.137], [2.251, -3.067, 3.515], [1.971, 2.258, 3.251]], "mulliken_charge": [-0.294, 0.516, -0.113, -0.747, 0.364, 0.315, 0.345, -0.465, -0.754, -0.709, 0.315, 0.528, -0.386, -0.534, 0.310, 0.437, 1.852, -0.038, 0.450, 0.327, 0.955, -0.044, -0.883, 0.349, -0.550, 0.438, -0.370, -0.603, 0.466, -0.317, 0.315, 0.406, 0.294, 0.391, 0.064, 0.438, 0.253, 0.316, -0.485, -0.144, -0.722, 0.315, 0.617, -0.330, 0.236, -0.219, 0.309, 0.293, 0.072, -0.285, -0.491, -0.736, 0.421, 0.339, 0.513, 0.054, -0.110, 1.531, 0.259, -0.426, 0.665, -0.282, -0.263, -0.109, -0.078, -0.406, 0.391, 0.372, -0.580, 0.489, -0.535, -0.419, -0.813, 0.920], "orbital_gap_ev": 1.622, "energy_ha": -1963.444917, "largest_force_ev_per_a": 9.585, "total_charge": 4}